DFT (ωB97M-V/def2-TZVPD) results for 9 unconnected molecules or ions with the total composition C52H52N2O14 in a non-equilibrium geometry.

## Properties
largest force on an atom	11.19	eV/A
spin multiplicity	1
structure (SMILES)	Oc1ccc(O)cc1.Oc1ccc(O)cc1.Oc1ccc(O)cc1.Oc1ccc(O)cc1.Oc1ccc(O)cc1.Oc1ccc(O)cc1.Oc1ccc(O)cc1.c1ccncc1.c1ccncc1
net charge	0
E_tot	-3174.90874	a.u.
molecular weight	928.99	g mol⁻¹

Atoms and positions in Å:
N: 21.0450 10.4400 27.3480
C: 20.8610 11.0310 28.5500
C: 21.9350 11.5920 29.2530
C: 23.1420 11.7700 28.5920
C: 23.2620 11.2740 27.3730
C: 22.1850 10.6890 26.7380
H: 19.8630 10.9990 29.1400
H: 21.5610 11.9680 30.1500
H: 23.9430 12.2670 29.2150
H: 24.0350 11.0100 26.9920
H: 22.4670 10.3580 25.9270
N: 24.4880 3.7590 20.9800
C: 24.2600 5.0880 21.0560
C: 24.0340 5.7730 22.1940
C: 24.1100 5.1290 23.4550
C: 24.2650 3.7640 23.4890
C: 24.5920 3.1070 22.2130
H: 24.3990 5.7040 20.0940
H: 24.0150 6.8140 22.2120
H: 23.9810 5.8500 24.2540
H: 24.1330 3.2820 24.3130
H: 24.6310 2.0080 22.2470
C: 15.1130 9.9300 26.6650
C: 16.3020 10.7490 26.1370
C: 17.5560 10.6020 26.7900
C: 17.7830 9.5890 27.6370
C: 16.6960 8.7070 28.1410
C: 15.3450 8.8980 27.6300
O: 14.4090 7.9980 28.1910
O: 18.5380 11.3190 26.3300
H: 14.2410 9.9510 26.0000
H: 16.1820 11.4840 25.4220
H: 18.6750 9.5540 28.2240
H: 16.7680 7.9860 28.9840
H: 14.8420 7.3620 28.6110
H: 19.5140 11.0750 26.5370
C: 18.6710 5.5820 27.1230
C: 17.6020 6.0350 26.0300
C: 16.9020 4.9880 25.4580
C: 17.1160 3.6530 25.8480
C: 17.9520 3.2690 26.8470
C: 18.7710 4.2670 27.4530
O: 19.7250 3.8910 28.3650
O: 16.0970 5.1810 24.3350
H: 19.0730 6.5460 27.5520
H: 17.4370 7.1930 25.7780
H: 16.4250 3.0110 25.2820
H: 18.0400 2.1080 27.2150
H: 19.7530 4.3190 29.0860
H: 16.5270 5.8390 23.6830
C: 25.7160 8.6630 23.3590
C: 24.4520 9.6260 23.5690
C: 24.6660 11.0320 23.3200
C: 25.9780 11.4760 22.8000
C: 27.0080 10.5390 22.5370
C: 26.8330 9.1630 22.7800
O: 27.9580 8.3170 22.7790
O: 23.7090 12.0260 23.6010
H: 25.7480 7.5900 23.6580
H: 23.7180 9.0500 23.8530
H: 26.3400 12.5760 22.6910
H: 27.9170 10.8280 22.1100
H: 27.9320 7.3830 23.0310
H: 24.1220 12.9410 23.8460
C: 14.6550 8.1310 21.1280
C: 14.6940 9.4610 20.2510
C: 13.8150 10.4670 20.4300
C: 12.7510 10.2300 21.3580
C: 12.5910 9.0180 22.0110
C: 13.6480 7.9910 21.9870
O: 13.2680 6.7900 22.6740
O: 13.7690 11.5820 19.6340
H: 15.3310 7.2750 21.0690
H: 15.5760 9.3600 19.6020
H: 12.0300 11.0740 21.4360
H: 11.7370 8.8110 22.7950
H: 13.1430 6.0000 22.2200
H: 13.9710 12.4660 20.2900
C: 19.5960 3.9480 20.0930
C: 20.8010 3.4990 21.0170
C: 20.4210 2.7660 22.1890
C: 19.0450 2.4100 22.3830
C: 17.9720 2.7860 21.5580
C: 18.2820 3.4240 20.2950
O: 17.3460 3.6630 19.4410
O: 21.3450 2.5610 23.1080
H: 20.0170 4.6330 19.3060
H: 21.5860 3.8900 20.6000
H: 18.7040 1.9640 23.2520
H: 16.8800 2.4500 21.6790
H: 16.5780 3.3140 19.7750
H: 22.2490 2.7980 22.9250
C: 20.7300 8.0180 22.8800
C: 19.8910 6.8150 22.4580
C: 18.4550 6.8490 22.5950
C: 17.8070 7.8980 23.1690
C: 18.5390 8.9890 23.5410
C: 19.9420 9.1640 23.3370
O: 20.6810 10.2020 23.9440
O: 17.7340 5.7860 21.9290
H: 21.7830 8.2350 22.7640
H: 20.3880 6.2930 21.7540
H: 16.8210 7.7520 23.0470
H: 18.1120 9.8960 23.9270
H: 20.2470 11.0460 24.3160
H: 18.4940 5.0490 21.7740
C: 18.4980 9.9440 19.2020
C: 18.0190 8.4900 19.4280
C: 17.3430 7.7820 18.3960
C: 16.9070 8.5530 17.3110
C: 17.0900 9.9730 17.2620
C: 18.0350 10.5600 18.0830
O: 18.0670 11.9380 17.9750
O: 17.1090 6.4820 18.4480
H: 19.0850 10.3800 19.9370
H: 18.2320 7.9080 20.3440
H: 16.3930 7.9680 16.4100
H: 16.6820 10.5040 16.2320
H: 18.1770 12.2410 18.8070
H: 17.2220 6.1100 19.2550

Löwdin atomic charge list, values in e, 6 entries:
1 N 0.0703
2 C -0.1149
3 C -0.0490
4 C -0.0536
5 C -0.0414
6 C -0.0817